Computed, not measured: a molecular structure, C43H36CoF3N4O2S2 at a distorted geometry, with the ωB97M-V functional and the def2-TZVPD basis.

The geometry in XYZ format:
```
91
Properties=species:S:1:pos:R:3:forces:R:3
Co -0.33347 -0.07684 1.72721 0.19 0.13 0.15
S 0.19923 1.57137 -0.09333 0.43 -0.75 -0.35
S 0.00651 -1.63390 -0.27940 0.50 0.63 -0.33
F -9.08986 2.70541 -2.98441 0.03 -0.15 -0.06
F -9.06645 0.54590 -3.03256 0.03 0.17 -0.07
F -7.94782 1.67615 -4.52088 -0.07 0.00 0.15
O 1.51807 -0.13120 2.03526 0.76 -0.05 -0.16
O -0.40509 -1.68622 2.92704 0.16 0.07 0.02
N -0.55581 1.30051 3.22932 0.07 -0.29 0.22
N 1.97957 1.34826 -2.01337 -0.19 -0.71 0.19
N -2.18544 -0.00826 1.58173 -1.19 -0.20 0.20
N 1.98824 -1.42793 -2.01602 0.06 0.62 0.52
C 3.19882 -0.31915 5.80752 0.08 -0.05 0.09
C 4.36205 2.54006 -0.64491 -0.08 -0.04 0.04
C -5.76640 1.73152 -2.84330 0.00 -0.02 0.20
C 2.62102 0.61793 -3.08829 0.13 -0.23 -0.16
C -6.15046 1.39015 -0.10092 -0.27 0.02 -0.06
C 1.18479 -3.10025 -4.31573 -0.02 0.02 0.07
C -7.06454 1.61777 -2.32307 -0.35 -0.01 -0.40
C -2.38407 -3.53400 5.28847 0.02 0.06 -0.07
C 3.25100 -0.81242 3.44528 -0.03 0.01 -0.05
C -1.43525 -2.14574 3.52254 -0.23 -0.04 -0.17
C 4.42312 3.79490 -2.68850 -0.09 0.00 0.01
C -3.03087 -0.80325 2.14875 0.08 0.31 -0.21
C -2.76902 -1.83580 3.10581 0.28 -0.26 0.23
C 1.12301 -0.77144 -1.18199 -0.62 -2.68 0.13
C 3.70277 3.05520 -1.75888 0.09 -0.04 -0.08
C -1.78070 2.09566 3.28216 -0.04 0.28 -0.07
C 1.16418 0.68836 -1.14649 -0.30 2.66 0.46
C 1.22917 -3.57551 -5.61550 -0.03 0.00 -0.04
C 3.12379 -0.69518 -2.54381 0.07 0.28 -0.16
C -2.78055 1.23773 1.09121 -0.38 0.58 -0.37
C -8.24993 1.63634 -3.19781 0.13 0.03 0.15
C -3.73927 1.30614 0.21315 0.02 -0.28 0.04
C 6.43006 3.50686 -1.39979 0.01 0.01 -0.03
C -3.68892 -3.23972 4.85899 -0.09 -0.14 0.14
C -4.66596 1.66343 -2.03147 -0.11 0.01 -0.14
C -1.29231 -3.00714 4.64929 0.04 -0.05 -0.04
C 0.16282 1.18623 4.27856 -0.23 0.38 -0.20
C 2.28647 -4.37581 -6.03015 0.02 -0.03 0.01
C 5.71680 2.76474 -0.46626 0.02 0.00 0.03
C 3.29357 -4.69996 -5.13514 0.01 -0.03 -0.05
C 3.80980 -0.91022 4.69485 0.00 0.07 0.05
C 1.40313 0.46109 4.36537 0.23 -0.39 -0.08
C -3.86297 -2.40229 3.78533 0.05 0.03 -0.06
C -4.79813 1.44919 -0.61087 0.39 0.03 0.24
C 2.23066 2.77751 -1.94274 0.01 0.18 -0.04
C 2.13758 -2.87438 -2.00453 -0.09 -0.12 -0.15
C 2.19561 -3.41745 -3.41118 0.06 0.03 -0.07
C 2.02112 0.36542 5.62041 -0.07 0.03 -0.07
C 2.00823 -0.15984 3.22508 0.04 0.14 0.21
C 5.78094 4.02399 -2.51006 0.05 0.02 0.03
C -7.23046 1.46475 -0.93498 0.27 0.02 -0.04
C -2.24861 2.45158 1.86865 0.19 -0.46 0.12
C 3.24868 -4.21907 -3.83332 -0.02 0.02 0.07
H -5.64192 1.87669 -3.90954 0.06 -0.02 0.00
H 7.49016 3.67776 -1.26195 -0.01 0.01 0.01
H 4.04212 -4.46947 -3.13771 -0.01 0.01 0.00
H 1.85795 3.27005 -2.84640 -0.02 -0.05 0.00
H -8.23450 1.41165 -0.52819 0.01 -0.03 0.05
H -4.53834 -3.65358 5.38733 -0.02 0.01 -0.06
H 6.33056 4.60658 -3.23862 0.00 -0.02 -0.01
H -6.29413 1.27828 0.96743 0.01 -0.02 -0.01
H 0.36152 -2.47620 -3.98567 -0.01 -0.01 -0.03
H 2.32301 -4.74641 -7.04656 -0.01 0.00 0.00
H -1.40765 2.91239 1.34415 -0.02 0.14 0.04
H 1.66346 3.16128 -1.09860 -0.02 0.04 -0.05
H 1.91465 0.42458 -3.90448 0.00 0.08 0.01
H 4.73795 -1.45617 4.82546 0.01 0.01 -0.03
H -0.28211 -3.22415 4.97594 -0.01 0.01 0.00
H -4.08482 -0.58768 1.96920 -0.02 0.10 0.02
H 0.43656 -3.32646 -6.30966 -0.01 0.01 0.02
H 3.72439 -1.27177 2.58567 -0.04 -0.02 -0.01
H 4.12009 -5.32433 -5.45066 0.00 0.01 0.00
H -2.23766 -4.18339 6.14481 0.00 0.00 0.00
H -3.66922 1.74815 -2.44630 -0.01 -0.01 -0.02
H -2.56684 1.53704 3.80228 0.06 -0.05 -0.01
H 6.21785 2.36799 0.40753 -0.01 -0.02 0.00
H 3.80128 1.96089 0.08248 0.02 0.01 0.02
H 3.04621 -3.14791 -1.45626 -0.03 0.04 0.05
H 3.44708 1.20905 -3.48012 0.01 0.03 0.06
H 1.54305 0.84835 6.46745 -0.04 -0.02 -0.02
H -3.05131 3.18509 1.91716 0.00 0.03 -0.02
H 3.63897 -0.40633 6.79234 0.01 0.03 -0.02
H 1.28324 -3.28466 -1.47265 0.05 -0.04 0.04
H 3.91626 4.19264 -3.56104 0.00 0.01 0.01
H -1.59723 3.01648 3.84902 -0.01 -0.05 0.03
H 3.86858 -0.49995 -1.76122 0.00 -0.11 0.00
H 3.58941 -1.28408 -3.33314 -0.04 -0.02 -0.02
H -0.16031 1.69223 5.19688 0.05 0.06 0.00
H -4.86674 -2.14584 3.46133 0.02 0.03 -0.04
```
Forces are in eV/Å.

The spin multiplicity is 2. As for the HOMO-LUMO gap (alpha / beta): 3.4 / 3.4 eV. Its total charge is -1. Its relative energy (zero: lowest compared OMol25 entry of this formula, charge and spin) is 9.8 kcal/mol. The value obtained for the LUMO energy (alpha / beta) is 0.7 / 0.7 eV.

***

Computed, not measured: a molecular structure, C43H36GeN2O2PPt, with the ωB97M-V functional and the def2-TZVPD basis.

The geometry in XYZ format:
```
86
Properties=species:S:1:pos:R:3:forces:R:3
Pt 0.20960 -0.50679 -0.96359 -0.02 -0.03 0.04
Ge -2.27478 1.78227 -0.31138 -0.05 -0.05 0.08
P 1.87157 -2.04838 -0.75721 0.06 -0.02 0.00
O -0.21571 -2.55499 -4.56388 0.02 -0.01 -0.01
O -0.38124 -1.64543 -2.56365 0.03 0.05 -0.02
N 0.25018 -0.97812 2.14471 0.06 -0.02 -0.03
N 0.78011 0.66717 0.60590 0.00 0.05 -0.01
C -1.39034 3.37127 2.09495 0.00 0.00 0.02
C -3.78365 2.61005 -1.28889 0.01 0.01 -0.01
C 2.46927 -4.80511 -0.40135 -0.01 0.00 -0.01
C -0.33499 5.45245 0.60545 0.00 0.00 0.01
C -5.35465 4.41324 -1.70420 0.00 0.00 0.00
C 1.28511 1.88670 0.32224 -0.01 -0.03 0.01
C 0.82854 0.22002 1.87373 -0.02 -0.01 0.01
C -3.19237 0.74786 1.13698 -0.05 0.03 -0.01
C 0.78322 -6.46257 0.03335 -0.01 0.02 0.00
C 4.42578 -1.88569 2.47675 0.00 0.00 0.00
C 1.90514 2.67382 1.26070 0.00 0.00 0.01
C -0.19255 -5.47908 0.00433 0.01 -0.01 0.00
C 3.22203 -1.63344 0.39727 0.01 -0.01 0.00
C 3.86261 -0.40723 0.20392 0.00 0.01 0.00
C 1.84216 -2.10338 -3.53610 0.02 0.04 -0.01
C 3.82820 -2.22578 -4.92205 0.00 0.00 0.00
C 4.04032 -2.26791 -2.53831 -0.01 0.01 0.00
C -3.70089 -1.37737 2.19116 0.00 0.00 0.00
C -5.97100 3.66922 -2.69935 0.00 -0.01 0.00
C 0.30295 -2.08669 -3.55900 -0.04 -0.08 0.03
C -1.49107 3.31528 0.70730 0.06 -0.06 -0.05
C 4.62902 -2.29410 -3.79180 0.00 0.00 0.00
C -0.77241 4.44205 2.73527 -0.01 0.00 0.00
C 2.65730 -2.15499 -2.39658 0.01 -0.03 0.00
C -5.49784 2.39659 -2.99336 0.00 0.00 0.00
C 1.98163 2.20325 2.56925 -0.02 -0.02 -0.02
C 3.50772 -2.36238 1.54809 -0.01 0.00 0.00
C 5.06721 -0.67495 2.26628 -0.01 0.00 -0.01
C -1.13873 0.86240 -1.47167 0.12 0.22 -0.11
C 0.16305 -4.15381 -0.21817 0.00 0.01 0.01
C -0.24558 5.48793 1.99330 0.00 0.00 -0.01
C -3.03156 -0.63096 1.22767 0.01 -0.01 -0.01
C -0.94385 4.37555 -0.02165 -0.02 0.02 0.01
C 4.78289 0.06422 1.12426 0.00 0.00 0.00
C 1.49576 -3.80597 -0.41028 -0.02 -0.01 0.00
C 2.45224 -2.14843 -4.78736 -0.02 0.02 0.01
C 1.43354 0.98465 2.88346 0.02 0.01 -0.01
C -4.75085 0.62324 2.99726 0.00 0.00 0.00
C 2.11672 -6.12467 -0.17303 0.01 -0.01 0.00
C -4.41729 1.87690 -2.29422 0.01 0.01 -0.01
C -4.55990 -0.75083 3.08259 0.00 0.00 0.00
C -4.27212 3.88520 -1.00894 -0.02 -0.01 0.01
C -4.07441 1.35751 2.03216 0.01 -0.01 0.00
H -0.70140 4.45534 3.81740 0.00 0.00 0.00
H -0.07008 -1.50205 1.33675 -0.01 0.01 0.01
H -6.81367 4.07790 -3.24443 0.00 0.00 0.00
H -1.23409 -5.74043 0.14157 0.00 0.00 0.00
H 1.44332 0.60101 3.89494 0.00 0.00 0.00
H -5.71481 5.40838 -1.46872 0.00 0.00 0.00
H 0.54353 -1.48024 2.96280 -0.03 0.02 0.01
H 3.50708 -4.54719 -0.58153 0.00 0.00 0.00
H -5.97096 1.80861 -3.77114 0.00 0.00 0.00
H 1.80518 -2.13100 -5.65316 0.00 0.00 0.00
H -0.59289 -3.37725 -0.27855 0.00 0.00 0.00
H 2.44853 2.80132 3.34191 0.00 0.00 0.01
H -3.55742 -2.45134 2.24138 0.00 -0.01 0.00
H -1.79003 2.56046 2.69470 0.00 0.00 0.00
H 5.26416 1.02013 0.95989 0.00 0.00 0.00
H -1.59777 0.66110 -2.44075 -0.08 -0.10 0.04
H -3.79985 4.48285 -0.23629 0.01 0.00 0.00
H 2.87862 -6.89441 -0.16602 0.00 0.00 0.00
H -5.08700 -1.32866 3.83291 0.00 0.00 0.00
H 0.07511 6.26371 0.01435 0.00 0.00 0.00
H 5.70602 -2.36674 -3.88211 0.00 0.00 0.00
H 4.27397 -2.24318 -5.90890 0.00 0.00 -0.01
H 0.50749 -7.49600 0.20350 0.00 0.00 0.00
H -4.04960 0.88525 -2.53545 0.00 -0.01 0.00
H 5.77863 -0.30210 2.99241 0.00 0.00 0.00
H 4.66650 -2.31533 -1.65550 0.00 -0.01 0.00
H 4.63622 -2.46453 3.36791 0.00 0.00 0.00
H 1.14416 2.18689 -0.70667 0.00 0.00 0.00
H 3.00591 -3.30493 1.72826 0.00 0.00 0.00
H 0.23265 6.32464 2.48929 0.00 0.00 0.00
H -0.98839 4.34490 -1.10645 0.00 0.00 -0.01
H 2.27662 3.64831 0.98134 0.00 0.00 0.00
H 3.61668 0.18505 -0.67076 0.00 0.00 0.00
H -4.24230 2.42909 1.97250 0.00 0.00 0.00
H -5.43133 1.11960 3.68008 0.00 0.00 0.00
H -2.37489 -1.11893 0.51022 0.00 0.01 0.01
```
Forces are in eV/Å.

As for the HOMO-LUMO gap: 4.9 eV. Its total charge is -1. Its relative energy (zero: lowest compared OMol25 entry of this formula, charge and spin) is 0.0 kcal/mol. The value obtained for the LUMO energy is 2.3 eV.

***

Computed, not measured: a molecular structure, C43H36P2SbSe4SiTcTe at a distorted geometry, with the ωB97M-V functional and the def2-TZVPD basis.

The geometry in XYZ format:
```
89
Properties=species:S:1:pos:R:3:forces:R:3
Te -2.05741 0.78326 -2.42629 0.03 -0.55 0.14
Sb -1.88169 -4.61404 -0.87828 0.50 -0.45 0.54
Tc -0.38251 -0.57136 -0.75119 -0.49 -1.63 0.07
Se -1.34708 -5.75070 -2.82446 0.05 0.15 -0.22
Se -3.32132 -5.30399 0.81680 -0.02 0.27 0.01
Se -2.15541 -1.74905 -1.76733 0.19 1.42 -0.29
Se 0.00940 -2.97868 0.02280 -0.51 0.14 -0.31
P -0.78165 -0.15981 1.54543 0.46 1.03 0.07
P 1.82212 -0.90548 -1.66952 -0.14 0.98 -0.28
Si 0.06866 2.12716 -1.10686 0.79 -0.47 0.37
C 4.39093 -0.24083 1.41283 -0.01 0.03 0.04
C 1.68976 -2.33966 3.96397 0.04 -0.03 0.06
C -3.33269 0.91586 1.89524 0.04 -0.03 0.14
C 2.06739 -2.15197 -2.93794 0.03 -0.19 0.10
C -0.86697 -1.27350 4.05108 -0.05 0.02 0.01
C 3.59335 -3.51367 -4.20898 -0.01 -0.05 -0.07
C 1.78508 1.88719 -1.88999 -0.26 0.12 0.03
C -3.61952 2.82982 -0.70229 0.12 -0.06 0.12
C -2.55931 -0.23112 1.75800 -0.23 -0.12 -0.26
C 4.83039 -1.51557 1.73526 0.00 -0.07 0.04
C 2.45547 3.09239 -2.12811 0.00 0.22 -0.01
C -0.55372 3.66546 -2.00857 -0.26 -0.24 0.06
C 0.80550 4.08678 2.41973 0.01 0.01 0.08
C 2.42117 0.71025 -2.28537 -0.07 -0.28 0.08
C 3.47662 -0.05967 0.38647 -0.01 -0.05 -0.03
C 0.65265 3.67710 1.10464 0.09 0.19 -0.04
C 2.52808 -4.01030 -4.94995 0.06 0.01 0.03
C 2.99469 -1.16679 -0.31908 -0.05 -0.11 0.15
C 0.44735 3.23242 3.44955 0.00 -0.01 -0.08
C -3.16708 -1.49328 1.74000 0.06 0.07 0.01
C -6.02087 2.98053 -0.71001 0.06 0.00 0.02
C 3.41839 -2.45210 0.02957 -0.06 -0.03 0.00
C 3.69314 3.13945 -2.74333 0.10 -0.06 -0.04
C 4.28708 1.96214 -3.17682 -0.08 0.06 0.06
C 3.65169 0.75834 -2.93388 0.13 -0.10 -0.18
C -5.31297 -0.44689 1.97881 0.04 -0.09 -0.01
C -3.71339 1.66121 -1.44521 0.12 -0.11 -0.20
C 4.34114 -2.62139 1.04739 0.02 0.04 0.01
C -6.10248 1.80397 -1.43929 -0.02 0.01 0.00
C 1.00130 -2.66681 -3.67222 0.16 0.14 -0.03
C -4.70985 0.79840 2.02780 -0.04 0.06 -0.02
C -0.19441 1.55651 1.82529 -0.09 -0.29 -0.05
C -0.36745 -1.95937 5.14740 0.05 -0.02 0.02
C -4.78115 3.48670 -0.33672 -0.17 0.07 0.07
C 1.23589 -3.59248 -4.67551 -0.05 -0.02 0.00
C 3.36830 -2.59575 -3.19932 -0.01 -0.02 0.05
C -0.03720 1.97062 3.14435 0.00 0.02 0.22
C -4.53857 -1.59819 1.83710 -0.08 0.11 0.02
C -4.94393 1.14457 -1.82676 -0.15 -0.08 0.10
C -0.08368 -1.11433 2.90706 -0.21 -0.20 0.02
C 0.15131 2.41821 0.77073 -0.21 0.01 -0.27
C 0.90945 -2.49671 5.10291 0.01 0.00 -0.02
C 1.19809 -1.65348 2.86873 0.04 0.11 -0.02
H -6.92523 3.50573 -0.43368 0.01 0.01 0.02
H 0.40151 -4.00468 -5.22494 -0.01 0.02 -0.04
H 4.68945 -3.61465 1.29703 -0.01 -0.01 0.00
H -0.98044 -2.08005 6.03022 0.00 0.00 0.00
H 3.04125 -3.31534 -0.50341 0.00 0.00 -0.01
H -4.72332 4.39925 0.24248 0.02 0.00 -0.01
H 4.77041 0.61738 1.95120 0.00 0.00 -0.01
H -0.25782 4.56221 -1.46298 0.03 0.01 0.02
H 5.56164 -1.65265 2.52125 -0.01 0.01 0.00
H 2.00387 4.03435 -1.84136 0.00 0.00 0.00
H 4.13226 -0.15358 -3.26162 -0.03 -0.02 0.03
H 3.16582 0.94307 0.12077 0.01 -0.01 0.03
H -5.00458 -2.57305 1.81389 0.00 -0.05 0.01
H 5.24022 1.97913 -3.68709 0.00 0.01 0.00
H 0.94039 4.37367 0.32597 0.01 0.00 0.00
H -2.56618 -2.39204 1.67365 0.05 -0.06 -0.07
H -2.86398 1.88951 1.94593 0.01 0.04 -0.04
H -0.29125 1.30056 3.95554 0.01 -0.02 -0.01
H 2.68420 -2.76294 3.92698 0.02 0.00 -0.01
H -5.31291 1.68338 2.17351 0.00 0.04 -0.03
H 1.81539 -1.54587 1.98853 0.06 0.03 -0.06
H -6.38840 -0.52843 2.06612 0.00 0.00 0.02
H -1.63209 3.72972 -2.14275 0.02 0.05 -0.05
H 4.60014 -3.85186 -4.41354 0.00 0.00 0.02
H -0.07669 3.68625 -2.98797 -0.07 0.02 -0.05
H 1.20054 5.07039 2.63657 -0.01 0.00 -0.01
H -1.86950 -0.86671 4.09472 0.02 -0.03 0.00
H -0.00934 -2.34750 -3.46584 -0.06 -0.04 0.01
H 0.55172 3.53834 4.48148 0.00 0.00 0.00
H -5.02329 0.23192 -2.40562 0.04 0.02 -0.04
H -2.66245 3.22194 -0.38618 -0.01 0.02 0.02
H 1.29650 -3.04451 5.95161 0.00 0.01 0.00
H 4.20324 -2.25479 -2.60054 -0.01 0.03 -0.01
H 4.18430 4.09052 -2.89943 -0.01 0.01 -0.01
H 2.70949 -4.73668 -5.73055 -0.01 0.00 -0.01
H -7.06700 1.40664 -1.72554 0.01 -0.01 -0.01
```
Forces are in eV/Å.

As for the HOMO-LUMO gap (alpha / beta): 5.2 / 5.2 eV. Its total charge is +2. The value obtained for the LUMO energy (alpha / beta) is -7.6 / -7.6 eV.

***

total charge of number 2 (C43H36GeN2O2PPt)? -1